Entry 1:
Below is a single C22H29N3O3S molecule, with properties calculated with ωB97M-V with the def2-TZVPD basis set.

The geometry in XYZ format:
```
58
Properties=species:S:1:pos:R:3:forces:R:3
C 5.581702 2.172320 0.380432 -0.078 -0.132 -0.180
C 4.611545 1.379630 -0.486046 -0.158 0.119 0.272
C 3.641323 0.528623 0.341247 0.109 -0.130 -0.221
C 4.329519 -0.700290 0.930372 -0.142 0.249 0.014
C 2.462867 0.086070 -0.540054 -0.110 0.222 0.490
N 1.687788 1.188227 -1.091466 0.232 -0.307 -0.490
C 1.200302 2.197346 -0.326959 -0.397 0.426 -0.455
O 1.754337 2.746658 0.594748 0.159 0.101 0.294
C -0.221131 2.599177 -0.802067 0.316 -0.074 -0.063
C -0.766142 3.815447 -0.050924 -0.176 0.111 0.369
S -2.460676 3.417788 0.509128 -0.037 -0.259 -0.109
C -1.922432 1.667274 0.668476 -0.052 0.650 0.438
C -2.917162 0.569759 0.530221 0.051 -0.305 -0.420
C -4.019890 0.247024 1.292171 0.043 0.026 -0.006
C -4.752584 -0.877297 0.935783 -0.026 0.071 0.100
C -4.385771 -1.660765 -0.149451 -0.003 -0.102 -0.079
C -3.274954 -1.341202 -0.914368 0.142 0.129 -0.025
C -2.544866 -0.220405 -0.562763 -0.462 -0.011 0.420
C -1.354511 0.378727 -1.199360 0.202 0.184 0.050
O -0.708741 -0.001838 -2.164609 -0.051 -0.157 -0.325
N -1.085325 1.490099 -0.476074 -0.060 0.008 -0.111
C 1.447853 -0.754649 0.258687 0.388 -0.083 -0.466
O 0.644878 -0.231503 1.006618 -0.138 0.132 0.338
N 1.495131 -2.076680 0.028223 0.093 -0.329 -0.046
C 0.524563 -3.006328 0.568021 -0.194 0.144 0.144
C 1.217524 -4.258631 1.142251 -0.094 -0.110 0.057
C 0.600297 -5.454952 0.411192 0.106 -0.035 -0.064
C 0.152562 -4.878168 -0.929012 -0.180 -0.043 0.134
C -0.420009 -3.519878 -0.534490 0.043 -0.025 -0.043
H 6.219298 2.794588 -0.243405 0.106 0.079 0.018
H 6.219552 1.515673 0.966887 0.109 -0.017 0.100
H 5.028674 2.817078 1.058533 -0.029 0.099 0.105
H 4.030493 2.083006 -1.084166 0.025 -0.035 -0.078
H 5.166574 0.733250 -1.171390 -0.023 -0.043 -0.102
H 3.242072 1.139947 1.153164 0.012 -0.070 -0.087
H 4.701571 -1.350381 0.139103 0.073 -0.135 -0.089
H 3.642397 -1.266759 1.554771 0.024 -0.111 0.087
H 5.170986 -0.397864 1.546600 0.114 -0.030 0.068
H 2.845043 -0.490079 -1.391336 0.005 -0.006 0.090
H 1.027725 0.845149 -1.791130 0.016 0.138 0.171
H -0.221949 2.743201 -1.889471 0.001 -0.049 0.137
H -0.814685 4.707583 -0.669334 0.056 -0.011 -0.018
H -0.145198 4.008730 0.827087 0.026 0.005 -0.220
H -1.344606 1.589836 1.598454 -0.020 -0.134 -0.135
H -4.310419 0.858663 2.132215 -0.053 0.042 0.120
H -5.625342 -1.144838 1.512605 -0.077 -0.026 0.042
H -4.976475 -2.528830 -0.401998 -0.052 -0.064 -0.017
H -2.983841 -1.938312 -1.764514 0.038 -0.069 -0.094
H 2.133266 -2.438580 -0.662766 0.043 0.178 0.012
H -0.022422 -2.445705 1.329319 0.088 -0.102 -0.109
H 2.288221 -4.201979 0.939144 0.038 0.009 0.044
H 1.088968 -4.331044 2.220322 0.096 0.026 0.054
H -0.269647 -5.818907 0.959111 -0.044 -0.068 0.014
H 1.304256 -6.278403 0.302124 -0.031 -0.090 0.056
H 1.011210 -4.752567 -1.590979 0.069 -0.014 -0.088
H -0.577787 -5.508639 -1.432966 0.038 -0.035 -0.119
H -1.422593 -3.643979 -0.124553 -0.076 -0.026 0.009
H -0.473619 -2.815808 -1.363685 -0.095 0.091 0.013
```
Positions in Å, forces in eV/Å.

The energy above the lowest of the compared OMol25 structures with the same formula, charge and spin comes out at 35.9 kJ/mol. As for the spin multiplicity: 1. The LUMO energy is 0.54 eV. For the frontier orbital gap, the calculation gives 0.346 hartree. The value obtained for the HOMO energy is -8.877 eV. As for the SMILES: CC[C@H](C)[C@H](NC(=O)[C@@H]1CS[C@H]2c3ccccc3C(=O)N12)C(=O)NC1CCCC1.

---

Entry 2:
Below is a single C22H29N3O4S molecule, with properties calculated with ωB97M-V with the def2-TZVPD basis set.

The geometry in XYZ format:
```
59
Properties=species:S:1:pos:R:3:forces:R:3
C 0.583414 5.189354 -0.813675 -0.261 0.427 0.156
O 1.383726 4.291707 -1.548471 0.193 -0.351 -0.025
C 1.641063 3.030105 -1.112871 0.098 -0.119 -0.115
C 2.439664 2.292749 -1.986332 -0.152 0.149 0.108
C 2.804683 0.988345 -1.730106 -0.096 -0.098 0.188
C 2.367700 0.379929 -0.560698 -0.145 0.400 0.073
C 2.691275 -1.016270 -0.161537 0.156 -0.027 -0.266
O 2.604127 -1.397972 0.992897 -0.105 -0.099 0.238
N 3.107547 -1.833242 -1.162358 0.181 0.016 -0.266
C 3.337965 -3.243817 -0.919138 -0.075 -0.049 0.222
C 2.064608 -4.027778 -1.031169 -0.187 0.086 0.771
C 1.126324 -4.138036 -0.052500 -0.017 -0.143 -0.123
S -0.211655 -5.064183 -0.600458 0.504 0.118 -0.412
C 0.604674 -5.237546 -2.147302 -0.573 -0.084 0.455
C -0.008536 -6.011013 -3.262002 -0.254 -0.189 -0.122
C -1.351795 -5.397045 -3.660035 0.217 -0.047 -0.093
C -0.182222 -7.475008 -2.853221 0.111 0.127 -0.167
N 1.743167 -4.648730 -2.198246 0.481 -0.014 -0.683
C 1.586730 1.113156 0.328602 0.043 -0.090 0.014
C 1.208187 2.423962 0.085482 0.013 0.048 -0.130
O 0.444169 3.165748 0.946368 0.079 0.100 -0.262
C 0.046767 2.625314 2.197313 -0.040 -0.299 0.679
C -0.306131 3.808931 3.105071 -0.016 -0.057 -0.437
C -1.567692 4.520889 2.617379 0.164 0.268 0.324
N -2.664381 3.582202 2.503737 0.256 0.168 -0.191
C -3.704823 3.660656 3.369816 -0.283 -0.176 -0.116
C -4.772338 2.591614 3.254141 -0.031 0.186 0.184
O -3.788480 4.561020 4.182994 -0.129 0.163 0.330
C -2.385393 2.511847 1.578804 0.056 -0.401 -0.037
C -1.173061 1.704221 2.051852 0.113 0.253 -0.335
H 0.569641 6.104457 -1.405947 -0.016 -0.060 0.054
H 1.005327 5.399853 0.170624 -0.055 -0.002 -0.085
H -0.437631 4.817542 -0.701464 0.065 0.041 0.015
H 2.769457 2.792633 -2.883426 0.035 0.071 -0.092
H 3.447220 0.475713 -2.428983 0.074 -0.052 -0.070
H 2.961181 -1.555122 -2.118756 -0.035 0.075 0.100
H 4.061002 -3.615427 -1.646537 -0.028 0.004 0.108
H 3.736226 -3.331532 0.094311 0.053 -0.025 -0.202
H 1.154045 -3.724707 0.934767 0.071 0.135 0.230
H 0.684195 -5.950653 -4.107481 -0.020 0.044 0.139
H -1.225097 -4.357531 -3.954004 -0.055 0.095 -0.011
H -2.046826 -5.439834 -2.823857 -0.127 0.012 0.041
H -1.779395 -5.944575 -4.496195 -0.097 -0.047 -0.077
H -0.858205 -7.550190 -2.003842 -0.073 -0.078 0.076
H 0.775284 -7.909353 -2.575321 0.046 -0.085 0.058
H -0.596519 -8.046844 -3.679785 -0.066 -0.100 -0.058
H 1.294039 0.604473 1.233000 -0.053 0.005 0.082
H 0.885231 2.074474 2.645116 -0.093 0.083 -0.108
H 0.526047 4.512740 3.123960 0.069 -0.019 0.051
H -0.468425 3.434483 4.116497 0.005 -0.002 0.043
H -1.866949 5.296200 3.324107 0.064 -0.058 -0.181
H -1.382628 4.972174 1.637595 -0.029 0.025 0.028
H -5.541594 2.809895 3.989794 0.043 0.020 -0.005
H -5.220844 2.597490 2.263334 -0.016 -0.087 -0.090
H -4.359471 1.606290 3.457909 0.000 -0.127 -0.056
H -3.249242 1.860714 1.463689 0.024 0.078 -0.036
H -2.154677 2.954343 0.601823 -0.101 -0.089 0.023
H -0.966477 0.910417 1.333251 0.025 -0.065 0.035
H -1.384199 1.250767 3.021485 -0.012 -0.059 0.026
```
Positions in Å, forces in eV/Å.

The energy above the lowest of the compared OMol25 structures with the same formula, charge and spin comes out at 74.1 kJ/mol. As for the spin multiplicity: 1. The LUMO energy is 0.48 eV. For the frontier orbital gap, the calculation gives 0.325 hartree. The value obtained for the HOMO energy is -8.370 eV. As for the SMILES: COc1ccc(C(=O)NCc2csc(C(C)C)n2)cc1OC1CCN(C(C)=O)CC1.

---

Entry 3:
Below is a single C22H29N3O4S molecule, with properties calculated with ωB97M-V with the def2-TZVPD basis set.

The geometry in XYZ format:
```
59
Properties=species:S:1:pos:R:3:forces:R:3
C -4.536863 -1.099717 2.383418 -0.206 -0.048 -0.165
C -5.832685 -1.639019 1.786541 -0.027 0.282 0.531
N -5.661680 -2.314436 0.520118 -0.220 0.222 -0.908
S -5.955467 -1.475799 -0.879916 0.105 -0.483 0.114
O -7.244939 -0.865738 -0.752076 0.179 0.250 0.234
O -5.711242 -2.397187 -1.950687 0.341 0.070 0.115
C -4.718842 -0.181599 -0.942202 -0.533 -0.414 -0.037
C -3.445823 -0.491568 -1.375400 0.107 -0.083 -0.061
C -2.469262 0.487494 -1.354708 -0.136 0.000 -0.018
C -2.761466 1.766712 -0.896189 -0.076 0.056 -0.200
C -1.674660 2.793190 -0.749090 -0.040 -0.015 0.173
C -1.183141 2.788703 0.710588 0.000 -0.042 0.002
C -0.773607 1.385519 1.128386 -0.119 0.392 0.225
O -1.558432 0.656913 1.711388 -0.273 -0.037 0.161
N 0.475855 0.970740 0.820324 0.329 -0.260 -0.041
C 1.495098 1.677855 0.082391 0.161 0.124 -0.418
C 1.867835 0.882297 -1.184518 0.035 0.366 0.203
N 2.312488 -0.450417 -0.846241 -0.306 -0.129 -0.263
C 3.666112 -0.652008 -0.554938 0.347 -0.050 -0.079
C 4.635444 -0.158370 -1.428834 -0.160 0.003 0.126
C 5.985368 -0.363849 -1.214219 0.320 -0.021 0.098
C 6.416195 -1.093951 -0.113519 -0.135 -0.068 0.110
O 7.719802 -1.355975 0.200875 -0.270 -0.097 0.159
C 8.722570 -0.862587 -0.651007 0.141 0.073 -0.125
C 5.457483 -1.613961 0.752359 0.350 0.051 -0.135
C 4.112728 -1.395752 0.540719 -0.104 0.070 -0.062
C 1.291722 -1.140055 -0.088283 -0.014 0.018 0.298
C 0.890683 -0.373017 1.179089 -0.145 -0.432 -0.018
C -4.057349 2.062956 -0.488695 0.070 -0.111 -0.058
C -5.040080 1.090268 -0.512918 -0.127 0.092 0.068
H -4.039666 -0.399569 1.717225 0.075 0.058 -0.010
H -4.747464 -0.589669 3.319408 0.028 0.049 0.136
H -3.848908 -1.917026 2.589846 0.121 -0.074 0.056
H -6.294323 -2.343362 2.488205 -0.061 0.154 -0.112
H -6.546206 -0.836046 1.594204 -0.053 -0.032 0.248
H -4.852948 -2.910512 0.455152 0.159 -0.139 -0.190
H -3.241890 -1.490938 -1.726697 0.112 -0.102 -0.085
H -1.468656 0.253815 -1.689169 0.111 -0.020 -0.032
H -2.055934 3.787476 -0.990006 0.061 -0.022 -0.049
H -0.849440 2.566683 -1.426213 -0.003 0.041 -0.053
H -2.015320 3.066988 1.359100 0.103 -0.047 0.009
H -0.378541 3.509617 0.854170 -0.007 0.028 0.006
H 1.166583 2.676741 -0.193263 -0.010 0.007 0.053
H 2.390632 1.763409 0.712991 -0.052 0.078 -0.069
H 2.645368 1.418681 -1.724954 -0.066 -0.024 -0.029
H 0.988116 0.796547 -1.832420 0.026 0.091 0.000
H 4.337173 0.384487 -2.312872 -0.048 0.016 -0.082
H 6.688652 0.043792 -1.923314 0.089 0.017 -0.047
H 9.666405 -1.184753 -0.213783 -0.037 0.049 -0.076
H 8.633492 -1.276097 -1.661194 -0.001 0.028 0.030
H 8.704868 0.231381 -0.704076 -0.006 -0.041 -0.013
H 5.791486 -2.187804 1.602318 0.037 -0.072 0.108
H 3.415363 -1.815872 1.247676 -0.092 -0.011 0.060
H 1.629716 -2.145738 0.157548 -0.044 -0.010 -0.021
H 0.410617 -1.229197 -0.734399 0.000 -0.043 0.082
H 0.052188 -0.857481 1.680765 0.153 0.040 -0.017
H 1.740879 -0.306588 1.867108 -0.042 -0.021 -0.007
H -4.293378 3.058356 -0.141954 -0.040 0.119 0.039
H -6.052728 1.295058 -0.204135 -0.114 0.103 0.037
```
Positions in Å, forces in eV/Å.

The energy above the lowest of the compared OMol25 structures with the same formula, charge and spin comes out at 185.5 kJ/mol. As for the spin multiplicity: 1. The LUMO energy is 0.52 eV. For the frontier orbital gap, the calculation gives 0.299 hartree. The value obtained for the HOMO energy is -7.622 eV. As for the SMILES: CCNS(=O)(=O)c1ccc(CCC(=O)N2CCN(c3ccc(OC)cc3)CC2)cc1.

---

Entry 4:
Below is a single C22H29N3O5S molecule, with properties calculated with ωB97M-V with the def2-TZVPD basis set.

The geometry in XYZ format:
```
60
Properties=species:S:1:pos:R:3:forces:R:3
C -3.294334 -0.437819 -2.701171 -0.097 -0.260 0.091
C -3.780805 -1.588991 -1.823620 0.519 0.171 -0.465
N -4.524040 -1.098389 -0.682728 0.431 -0.042 1.048
C -5.966167 -1.214322 -0.685182 -0.501 -0.151 0.343
C -6.458637 -2.642166 -0.463197 0.076 0.247 -0.089
S -3.757742 -1.295634 0.787150 0.198 0.277 -0.373
O -4.691344 -0.943803 1.816711 -0.189 0.216 -0.121
O -3.099093 -2.573104 0.873058 0.106 0.169 -0.143
C -2.505048 -0.033008 0.665217 -0.223 -0.489 0.090
C -2.878570 1.297920 0.660121 0.006 0.048 0.022
C -1.912308 2.275300 0.557150 -0.021 -0.079 0.004
C -0.547292 1.960478 0.442932 -0.088 -0.261 0.035
N 0.408683 2.946712 0.375335 -0.004 0.174 -0.002
C 0.052626 4.296335 -0.003706 0.288 0.146 -0.175
C 1.277070 4.946476 -0.658367 -0.380 0.028 -0.089
O 2.382026 4.960633 0.215190 0.041 0.175 0.094
C 2.735311 3.643377 0.563073 0.008 -0.354 0.213
C 1.566484 2.928186 1.246799 0.346 0.162 0.039
C -0.202786 0.591233 0.372609 -0.285 0.226 -0.066
N 1.116545 0.154792 0.129640 -0.123 -0.374 0.299
C 1.898991 0.575799 -0.890598 0.367 -0.332 0.002
O 1.639364 1.479621 -1.651617 0.082 -0.076 -0.272
C 3.221279 -0.190441 -0.996878 0.115 0.313 -0.340
O 3.266476 -1.237173 -0.058174 0.079 -0.161 0.074
C 4.381995 -2.034142 -0.009376 0.061 -0.186 0.137
C 4.348864 -3.054403 0.939986 -0.107 0.156 -0.079
C 5.420673 -3.912483 1.073609 -0.059 0.038 0.002
C 6.537511 -3.766531 0.265486 0.155 -0.029 -0.068
C 6.568926 -2.755063 -0.675471 0.065 -0.122 0.074
C 5.498926 -1.885945 -0.820118 -0.270 0.272 -0.087
C -1.179811 -0.382651 0.516642 -0.046 -0.001 0.071
H -2.752258 -0.828636 -3.558417 0.074 0.016 -0.142
H -4.139681 0.145150 -3.057860 -0.075 0.099 -0.077
H -2.635826 0.218517 -2.138426 0.072 0.077 0.030
H -2.929796 -2.160001 -1.444281 -0.067 -0.112 -0.267
H -4.403731 -2.266468 -2.414800 0.030 -0.058 0.157
H -6.319775 -0.581355 0.130263 -0.194 0.018 -0.202
H -6.336731 -0.813809 -1.633284 0.088 0.060 0.079
H -7.545085 -2.662396 -0.433626 -0.113 -0.065 0.004
H -6.118704 -3.303149 -1.257636 -0.002 -0.103 -0.056
H -6.069242 -3.008402 0.483403 -0.060 -0.110 0.080
H -3.921106 1.548422 0.767936 -0.140 0.152 0.003
H -2.211375 3.309813 0.602246 -0.006 0.106 0.018
H -0.757623 4.269490 -0.731553 -0.023 0.033 0.023
H -0.250497 4.894109 0.870487 -0.073 0.009 -0.065
H 1.070688 5.987854 -0.910477 -0.043 -0.073 -0.028
H 1.527641 4.382506 -1.567858 -0.048 0.072 0.040
H 3.588609 3.718851 1.239618 -0.051 -0.065 -0.021
H 3.022308 3.088927 -0.341195 0.016 0.037 0.101
H 1.844149 1.906795 1.498275 -0.007 0.073 0.026
H 1.327520 3.466372 2.179010 0.051 -0.087 -0.012
H 1.388208 -0.723365 0.555327 0.053 0.193 -0.043
H 4.035680 0.529072 -0.829188 -0.107 -0.074 -0.033
H 3.304890 -0.568489 -2.024792 -0.027 0.068 0.143
H 3.472436 -3.155563 1.560902 -0.104 -0.012 0.074
H 5.384365 -4.699251 1.811865 -0.015 -0.063 0.066
H 7.375843 -4.437755 0.370121 0.073 -0.056 0.006
H 7.433799 -2.632674 -1.310381 0.063 0.013 -0.050
H 5.550660 -1.105964 -1.563251 -0.027 0.081 -0.058
H -0.920076 -1.430275 0.494663 0.110 -0.134 -0.065
```
Positions in Å, forces in eV/Å.

The energy above the lowest of the compared OMol25 structures with the same formula, charge and spin comes out at 232.3 kJ/mol. As for the spin multiplicity: 1. The LUMO energy is 0.56 eV. For the frontier orbital gap, the calculation gives 0.316 hartree. The value obtained for the HOMO energy is -8.033 eV. As for the SMILES: CCN(CC)S(=O)(=O)c1ccc(N2CCOCC2)c(NC(=O)COc2ccccc2)c1.